{"formula": "C12H16NOP", "method": "the ωB97M-V functional and the def2-TZVPD basis", "species": ["C", "C", "C", "C", "C", "C", "C", "C", "C", "C", "C", "C", "N", "O", "P", "H", "H", "H", "H", "H", "H", "H", "H", "H", "H", "H", "H", "H", "H", "H", "H"], "xyz": [[-3.341281, -0.184270, -1.309378], [-3.036519, 0.666319, -0.219603], [-2.579308, -1.333150, -1.485149], [-1.885916, 0.475620, 0.555315], [-1.453613, -1.483721, -0.768832], [-1.093667, -0.660398, 0.259700], [2.333512, 1.994005, -0.442698], [1.077364, 1.710823, 0.518905], [2.401174, 0.852054, -1.385013], [1.238128, 0.184825, 0.688493], [0.144593, -0.797554, 1.034452], [-0.011174, -1.002302, 2.585626], [1.707918, -0.205689, -0.713950], [1.101882, -2.201669, 0.600067], [1.909172, -1.964987, -0.713650], [-4.280781, -0.108627, -2.089535], [-3.627428, 1.643112, -0.136232], [-2.785972, -1.976784, -2.207889], [-1.619898, 1.077443, 1.465524], [-0.937387, -2.408108, -0.917577], [2.166777, 3.064948, -0.892842], [3.285432, 2.107610, 0.083684], [1.104960, 2.319501, 1.419462], [0.226504, 2.015142, -0.126709], [1.865570, 1.068303, -2.328856], [3.469176, 0.725181, -1.622394], [2.078330, 0.023803, 1.355303], [-0.589361, -1.921662, 2.779415], [-0.554828, -0.072656, 2.844139], [0.944228, -1.213036, 2.946630], [0.742399, -2.394069, -1.776400]], "forces_ev_per_a": [[-3.401, 1.420, -1.223], [-0.305, 1.773, -0.798], [1.241, 1.916, 1.669], [-1.518, 1.503, 1.080], [-0.078, -1.838, -0.466], [2.151, -0.565, 1.053], [-1.166, 3.686, 1.374], [0.964, 0.031, -2.039], [-0.059, 0.607, -1.555], [0.635, 0.852, -1.535], [0.070, -1.201, 0.964], [-1.497, -0.129, -2.804], [0.592, -2.642, 1.533], [-0.968, 0.972, 0.589], [-2.461, 1.539, -1.217], [2.322, 0.442, 2.479], [0.759, -1.586, 0.242], [-1.007, -2.847, -3.013], [-0.671, -0.312, -1.144], [0.515, -0.589, 0.070], [0.317, -2.171, 0.353], [-0.209, -0.245, 0.338], [-0.022, -0.290, 0.095], [0.072, -0.617, 0.827], [0.243, -0.118, 0.242], [-0.428, -0.830, -0.078], [0.341, -0.118, 0.334], [-0.223, 0.703, -0.226], [0.508, -0.660, 0.716], [1.583, 0.489, 1.199], [1.699, 0.827, 0.941]], "lowdin_spin": [0.237, 0.045, 0.132, 0.198, 0.095, 0.241, 0.003, 0.008, 0.035, 0.046, 0.056, 0.024, 0.334, 0.054, 0.243, 0.010, -0.002, 0.010, 0.017, 0.009, 0.000, 0.001, 0.001, 0.004, 0.015, 0.013, 0.018, 0.000, 0.002, 0.003, 0.147], "fmax_ev_per_a": 4.3, "homo_lumo_gap_ev": [3.15, 3.90], "multiplicity": 3, "s_squared": 2.02, "e_lumo_ev": [0.2, -3.4]}